(1)
C10H15N5 as an isolated structure, computed with wB97M-V/def2-TZVPD.

Values from the calculation:
Energy above the lowest of the compared OMol25 structures with the same formula, charge and spin, kcal/mol: 138.3
HOMO-LUMO gap, eV: 9.3
Spin multiplicity: 1
E, eV: -18057.1308

XYZ file:
```
30
C10H15N5 (wB97M-V/def2-TZVPD)
N 0.6405 -0.8645 -2.1696
N -0.4059 -1.2273 -1.4597
N 1.0762 0.4489 -1.7239
N 0.4236 2.8319 -2.2398
N -0.6329 2.9471 -3.0847
C 1.5966 0.2539 1.4017
C 0.8414 1.3782 0.5719
C -0.9891 1.6997 -2.9584
C -0.8113 -0.3200 -0.5707
C -1.9629 -0.6808 0.2800
C 1.1141 -1.2339 1.6734
C -0.2414 -1.5321 2.3240
C 0.0838 1.3657 -1.9905
C 0.0697 0.7973 -0.5795
C -1.3886 -1.8028 1.2440
H -1.7439 1.1206 -3.4464
H 1.9947 -1.6680 2.1288
H 1.8056 0.8494 2.4268
H 1.5637 2.0213 -0.0716
H -2.2207 0.2210 0.7698
H 0.1931 2.0062 1.2467
H -0.5198 -0.6940 2.9901
H 1.3545 -1.5351 -1.9451
H -0.1287 -2.5086 2.9362
H 2.6449 0.0221 1.0276
H 1.0789 -1.6350 0.6661
H -1.0819 -2.5649 0.5234
H 0.5737 3.6132 -1.5747
H -2.7689 -1.0776 -0.3050
H -2.1590 -2.2320 1.9090
```

=====

(2)
The molecule CH3NO3S, computed with wB97M-V/def2-TZVPD.

Values from the calculation:
Energy above the lowest of the compared OMol25 structures with the same formula, charge and spin, kcal/mol: 71.2
HOMO-LUMO gap, eV: 9.7
Spin multiplicity: 1
E, eV: -19550.2287

XYZ file:
```
9
CH3NO3S (wB97M-V/def2-TZVPD)
S 1.6279 -0.1787 0.4961
O 1.6701 1.2771 -0.2518
O 2.1508 -1.1324 -0.3822
O -2.2478 0.0986 0.0530
N -0.0955 -0.3164 0.2330
C -1.0797 0.5527 0.3065
H -0.3545 -1.2911 -0.0687
H 0.8663 1.9308 -0.3228
H -2.5376 -0.9407 -0.0633
```